The following is a quantum chemistry calculation of C5H7NO in the gas phase, from OMol25.

Structure (SMILES): C[C@@H]1N[C@H]1C=C=O
Total energy in eV: -8831.484
HOMO-LUMO gap in eV: 9.707
LUMO level in hartree: 0.03295
HOMO level in Ha: -0.32379
Energy above the lowest of the compared OMol25 structures with the same formula, charge and spin in kJ/mol: 455.3

The geometry in ORCA input format:
```
! RIJCOSX wB97M-V def2-TZVPD def2/J DEFGRID3
* xyz 0 1
C 1.20125 1.28759 -0.95361
C 0.23491 0.34423 -0.27471
N -0.43468 0.97350 0.91151
C 0.17627 -0.30256 1.07723
C -0.82936 -1.42440 0.83360
C -1.34763 -1.55991 -0.40322
O -1.82207 -1.83298 -1.44107
H 1.72038 0.73318 -1.73393
H 1.92697 1.71713 -0.25639
H 0.70670 2.13604 -1.46092
H -1.43768 0.96723 1.09476
H 1.08017 -0.43525 1.65638
H -1.39632 -1.82528 1.66141
H 0.22107 -0.77853 -0.71104
*
```